<1>
12
Properties=species:S:1:pos:R:3 method="wB97M-V/def2-TZVPD" molar_mass_g_mol=128.2 lumo_ev=-1.47 orbital_gap_ha=0.2835
C -0.6195 -0.5717 -1.3401
C -0.1619 -0.1601 -0.0506
C -0.9966 0.3313 0.9807
C 1.3747 0.1441 -0.0327
H -1.3390 0.5346 -2.0862
H -1.6036 -1.6725 -0.9633
H 0.5490 -0.9847 -2.0612
H -2.1907 0.4693 0.8789
N -0.2730 0.7264 2.2480
N 0.9556 0.4827 2.4413
O 1.8362 0.3301 1.2637
S 2.4689 0.3706 -1.2787


<2>
12
Properties=species:S:1:pos:R:3 method="wB97M-V/def2-TZVPD" smiles="N#C/C=C(/N)SC=O" molar_mass_g_mol=128.2 lumo_ev=0.43 orbital_gap_ha=0.3502
C -0.3068 -0.6661 -0.2270
C -0.4180 2.0967 0.0194
C 0.9547 -0.9617 0.1174
C 2.1055 -0.1889 -0.2575
H -2.2823 -1.1348 -0.2616
H -1.3595 -2.2250 0.7394
H -0.7914 3.0429 -0.4018
H 1.0949 -1.8010 0.7609
N -1.4320 -1.3402 0.2080
N 3.0442 0.4044 -0.5930
O 0.0672 1.9785 1.1011
S -0.6767 0.7951 -1.2052


<3>
12
Properties=species:S:1:pos:R:3 method="wB97M-V/def2-TZVPD" smiles="O=C1C(=S)NN2C[C@H]12" molar_mass_g_mol=128.2 lumo_ev=-0.63 orbital_gap_ha=0.2987
C -1.4865 -0.1345 -0.3454
C 1.3566 -0.3176 0.7724
C 0.8994 0.8242 -0.1109
C -0.6429 1.1817 -0.1414
H -0.7414 -2.1489 -0.5365
H 0.5284 -0.8997 1.4921
H 2.3970 -0.6489 0.9716
H 1.4537 1.6536 -0.6506
N -0.5025 -1.0519 -0.7221
N 0.8050 -0.5649 -0.6665
O -1.0389 2.3056 -0.2150
S -3.0279 -0.1988 0.1521


Which of them is most stable, and which least? Most stable: <2>; least stable: <1>.


<1>
48
Properties=species:S:1:pos:R:3 method="wB97M-V/def2-TZVPD" molar_mass_g_mol=709.8 lumo_ev=0.19 orbital_gap_ha=0.3139
C 0.0716 -1.5919 1.3884
O 0.6140 -1.4810 2.4457
N 0.0745 -0.6793 0.4191
C -0.4627 -0.8679 -0.9040
C 0.7803 0.6270 0.5573
H -0.4905 -2.4899 1.0887
H 0.3040 -0.7850 -1.6744
H -1.1917 -0.0769 -1.0798
H -0.8901 -1.8642 -1.0163
H 1.3746 0.9433 -0.3000
H 0.1606 1.5012 0.7571
H 1.4587 0.5171 1.4033
C -3.0094 -1.4433 -0.0802
O -2.0439 -2.1392 0.2158
N -3.4449 -1.4456 -1.3402
C -4.5280 -0.5990 -1.7931
C -2.8662 -2.2681 -2.4254
H -3.6158 -0.7739 0.5494
H -4.3780 -0.1240 -2.7626
H -4.5935 0.2656 -1.1326
H -5.4476 -1.1668 -1.9346
H -2.0583 -2.8763 -2.0186
H -3.6210 -2.8794 -2.9201
H -2.3880 -1.5821 -3.1245
Br 3.0485 1.4038 4.8689
C 1.7031 1.3176 3.4092
C 0.3761 1.7402 3.9721
Br -0.7675 1.7002 2.3761
H 1.6636 0.2691 3.1140
H 2.1174 1.8845 2.5755
H 0.3790 2.7223 4.4448
H -0.0462 0.9737 4.6219
Br 0.9822 5.2411 2.0952
C 1.5154 3.6319 1.0324
C 1.4338 4.0385 -0.4152
Br 1.3149 2.3428 -1.4225
H 0.6266 3.0720 1.3235
H 2.4062 3.2506 1.5315
H 2.3374 4.5260 -0.7809
H 0.5459 4.6201 -0.6633
Br 4.8199 -2.4088 -1.6763
C 2.9877 -2.9754 -2.2907
C 1.9304 -2.0822 -1.8080
Br 2.1856 -0.3463 -2.5851
H 2.8166 -3.9315 -1.7962
H 2.8749 -3.0712 -3.3706
H 1.9268 -2.0827 -0.7180
H 1.0133 -2.5569 -2.1567


<2>
48
Properties=species:S:1:pos:R:3 method="wB97M-V/def2-TZVPD" smiles="CN(C)C=O.CN(C)C=O.BrCCBr.BrCCBr.BrCCBr" molar_mass_g_mol=709.8 lumo_ev=0.23 orbital_gap_ha=0.3387
Br -27.1296 16.6817 -21.3527
C -27.2337 18.5096 -22.1541
C -25.7397 18.9324 -22.3830
Br -25.5712 20.8749 -22.8102
H -27.8190 19.1278 -21.4734
H -27.7409 18.3767 -23.1097
H -25.3430 18.4331 -23.2670
H -25.2763 18.7746 -21.4091
Br -23.7887 16.3509 -19.9482
C -24.9287 15.0219 -18.9237
C -24.4570 13.6172 -19.0480
Br -24.6893 13.0135 -20.9057
H -25.9407 15.1833 -19.2952
H -24.9993 15.2805 -17.8671
H -25.0170 12.8533 -18.5086
H -23.4217 13.5748 -18.7095
Br -21.9498 14.3030 -25.2485
C -22.5922 14.8543 -23.4340
C -24.0425 15.3692 -23.5992
Br -25.2533 14.0951 -24.5587
H -21.9983 15.7284 -23.1669
H -22.3996 14.1192 -22.6527
H -24.0476 16.1908 -24.3155
H -24.4927 15.6584 -22.6496
C -20.3031 18.7865 -22.1647
O -21.3419 18.3973 -22.6923
N -19.7857 18.1684 -21.0869
C -18.7967 18.8663 -20.2416
C -20.3489 16.9117 -20.5061
H -19.7505 19.6775 -22.5009
H -18.5238 19.8758 -20.5492
H -17.9183 18.2440 -20.0702
H -19.2793 18.9848 -19.2715
H -19.6046 16.1610 -20.2405
H -20.9621 17.1092 -19.6269
H -20.9395 16.3616 -21.2387
C -27.9682 10.5603 -23.1539
O -28.2457 9.6028 -22.4419
N -28.5314 10.7546 -24.3629
C -27.6830 11.4961 -25.3481
C -29.5617 10.0462 -25.0453
H -27.1821 11.2904 -22.9065
H -26.7038 11.0186 -25.3106
H -27.5667 12.5769 -25.2679
H -27.9966 11.2368 -26.3593
H -30.3652 10.7759 -25.1452
H -29.3335 9.6617 -26.0393
H -29.8918 9.3254 -24.2972


Which of them is most stable, and which least? Most stable: <2>; least stable: <1>.


<1>
13
Properties=species:S:1:pos:R:3 method="wB97M-V/def2-TZVPD" molar_mass_g_mol=74.1 charge=+1 lumo_ev=-4.12 orbital_gap_ha=0.3519
C 1.6758 -1.9773 0.9811
N 1.8499 -1.1798 0.0483
H 0.8721 -1.9008 1.6443
H 2.4323 -2.7032 1.3206
H 2.5664 -1.3553 -0.6462
H -0.2267 -0.1732 0.0778
N -0.8854 2.2689 -0.4585
C -1.6644 1.1758 -0.4221
N -1.2034 -0.0747 -0.3382
H 0.1341 2.2143 -0.3577
H -1.2400 3.1364 -0.7235
H -2.7141 1.4875 -0.4660
H -1.5967 -0.9186 -0.6599


<2>
13
Properties=species:S:1:pos:R:3 method="wB97M-V/def2-TZVPD" molar_mass_g_mol=74.1 charge=+1 lumo_ev="-4.60 / -4.60" orbital_gap_ha="0.3076 / 0.3078"
C 1.0831 -0.2272 -1.4492
C -2.0671 0.1080 0.9233
N 2.3194 0.0284 -1.2701
N 0.3970 -0.2734 0.7794
N -0.6615 0.4020 1.0217
H 0.6205 -0.4509 -2.3423
H -2.6356 0.7429 1.6766
H -2.4675 0.2043 -0.0161
H -2.1860 -0.8705 1.2472
H 2.8773 -0.0150 -2.1068
H 0.5012 -1.2936 0.8802
H 2.7278 0.2107 -0.3516
H -0.5088 1.4341 1.0078


<3>
13
Properties=species:S:1:pos:R:3 method="wB97M-V/def2-TZVPD" molar_mass_g_mol=74.1 charge=+1 lumo_ev=-4.14 orbital_gap_ha=0.3697
C 1.2702 0.2010 0.2449
C -1.8572 -0.5112 0.2153
N 0.3941 -0.0614 -0.6644
N 2.4875 -0.2366 -0.0042
N -0.9209 0.4294 -0.5272
H 1.0867 1.0134 1.0506
H -1.2432 -0.9766 0.9292
H -2.4486 0.1988 0.8208
H -2.3158 -1.2348 -0.5248
H 3.2868 -0.0705 0.5969
H 2.5621 -0.8141 -0.8058
H -1.1882 0.5218 -1.4418
H -1.1135 1.5408 0.1104


<4>
13
Properties=species:S:1:pos:R:3 method="wB97M-V/def2-TZVPD" molar_mass_g_mol=74.1 charge=+1 lumo_ev=-5.09 orbital_gap_ha=0.3608
C 3.0338 0.1430 -0.2810
C -2.7103 0.0320 0.0125
N 2.2019 -0.5934 0.2709
N -0.5125 -0.8673 -0.2778
N -1.2892 0.0299 0.0042
H 2.5983 1.1197 -0.4969
H -3.1192 0.4163 1.0545
H -3.2011 0.6364 -0.9022
H -3.0156 -1.0831 -0.1140
H 0.6402 -0.5518 0.0986
H 4.0330 -0.0399 -0.5096
H 2.4832 -1.5519 0.3512
H -0.8212 0.8993 0.2077


Which of them is most stable, and which least? Most stable: <1>; least stable: <2>.


<1>
95
Properties=species:S:1:pos:R:3 method="wB97M-V/def2-TZVPD" molar_mass_g_mol=744.9 lumo_ev=0.13 orbital_gap_ha=0.3275
C 7.6063 -0.4181 1.1572
C 8.0294 1.0700 1.1153
C 7.9940 1.5607 -0.3510
O 7.1767 2.6798 -0.2341
C 6.6985 2.8753 0.9710
O 5.9826 3.8256 1.3608
O 7.0539 1.8349 1.7725
H 7.7820 -0.6690 2.2032
H 8.2820 -0.9080 0.4560
H 6.5639 -0.4985 0.8491
H 9.0299 1.1887 1.5314
H 7.5388 0.8195 -1.0080
H 9.0135 1.7631 -0.6791
C -3.2080 9.0089 -0.1025
C -2.0277 9.0311 0.7607
C -1.4661 7.6428 1.1302
O -0.0800 7.7674 0.9456
C 0.1447 8.9503 0.2663
O 1.2908 9.3576 -0.0006
O -1.0187 9.6325 0.0195
H -4.1265 8.7912 0.4425
H -3.1153 8.3322 -0.9519
H -3.3904 10.0014 -0.5145
H -2.2577 9.6332 1.6397
H -1.6251 6.8333 0.4178
H -1.8008 7.2195 2.0772
C 1.4444 0.5251 0.5625
C 0.6677 1.4219 -0.4163
C 1.5436 2.2206 -1.3563
O 0.8744 2.0416 -2.6052
C -0.0058 1.0566 -2.6056
O -0.5720 0.5961 -3.5721
O -0.1058 0.6276 -1.3362
H 0.8022 -0.2101 1.0474
H 1.8981 1.0539 1.4006
H 2.2151 -0.0489 0.0481
H -0.0815 2.0799 0.0239
H 2.5690 1.8558 -1.2976
H 1.5743 3.2764 -1.0869
C -9.8049 3.3507 2.5639
C -8.4113 3.8714 2.4198
C -7.3755 3.3615 3.3888
O -6.2414 3.2592 2.6057
C -6.5250 3.3730 1.3284
O -5.6898 3.4208 0.4202
O -7.8410 3.6065 1.1936
H -10.3788 3.9301 3.2871
H -9.7626 2.2998 2.8502
H -10.2950 3.2917 1.5921
H -8.3334 4.9400 2.6201
H -7.5058 2.3591 3.7967
H -7.1753 4.0515 4.2085
C 2.5595 -3.2238 6.0728
C 1.7041 -4.1780 6.9469
C 1.5300 -3.7117 8.3542
O 0.2454 -4.0810 8.6527
C -0.4808 -4.2556 7.5410
O -1.7056 -4.3324 7.5044
O 0.3353 -4.2257 6.4837
H 3.5903 -3.4269 6.3635
H 2.2218 -2.2139 6.3056
H 2.5054 -3.4803 5.0148
H 2.1283 -5.1805 7.0019
H 1.6937 -2.6442 8.5016
H 2.1961 -4.1585 9.0923
C 1.9937 -6.0422 0.4498
S 0.1549 -5.6015 0.3192
O -0.2875 -5.8138 -1.1052
C -0.5412 -7.1112 1.1270
H 2.6114 -5.1446 0.4207
H 2.2246 -6.5390 -0.4925
H 2.2035 -6.7932 1.2114
H -0.5114 -6.8405 2.1824
H 0.0576 -8.0054 0.9537
H -1.5290 -7.2319 0.6822
C 4.1225 -4.0316 -5.5850
S 3.7546 -2.4885 -4.6183
O 5.0490 -2.2077 -3.8347
C 3.6567 -1.3863 -6.0429
H 3.3210 -4.1546 -6.3134
H 4.0914 -4.9292 -4.9673
H 5.0890 -3.9524 -6.0827
H 3.8909 -0.3524 -5.7893
H 2.6864 -1.4912 -6.5284
H 4.3976 -1.6495 -6.7978
C -4.6175 -3.9672 -6.8569
S -4.7342 -5.7498 -7.4131
O -6.0862 -6.3274 -7.0285
C -4.7973 -5.3902 -9.2293
H -4.9219 -3.8318 -5.8191
H -5.2579 -3.2624 -7.3872
H -3.6004 -3.5870 -6.7607
H -4.9383 -6.2692 -9.8582
H -3.8929 -4.9092 -9.6018
H -5.6676 -4.7640 -9.4253


<2>
95
Properties=species:S:1:pos:R:3 method="wB97M-V/def2-TZVPD" molar_mass_g_mol=744.9 lumo_ev=0.14 orbital_gap_ha=0.3234
C -6.1935 -3.3123 -8.8115
C -4.7614 -4.0406 -8.8395
C -3.6629 -3.1528 -9.4753
O -2.5238 -3.4395 -8.7342
C -2.9144 -3.8686 -7.5433
O -2.0737 -4.0020 -6.6227
O -4.2279 -4.0315 -7.5405
H -6.4422 -3.2549 -9.8713
H -6.0897 -2.3524 -8.3058
H -6.7942 -3.8893 -8.1084
H -4.7078 -5.0251 -9.3041
H -4.0456 -2.1326 -9.4491
H -3.4162 -3.3214 -10.5236
C 5.0052 -6.9295 -4.6273
C 6.3881 -7.0137 -5.3567
C 6.5050 -8.1002 -6.4071
O 6.5077 -7.4372 -7.6172
C 6.7321 -6.1112 -7.3955
O 6.8953 -5.3549 -8.2731
O 6.4961 -5.8258 -6.1304
H 4.9351 -6.1816 -3.8375
H 4.6860 -7.9156 -4.2899
H 4.2181 -6.5872 -5.2991
H 7.1979 -7.1165 -4.6344
H 5.6749 -8.8060 -6.3769
H 7.4263 -8.6227 -6.1498
C 7.5076 -0.3614 0.6802
C 7.7246 -1.6874 -0.0496
C 9.0572 -2.2686 -0.0670
O 8.7046 -3.6933 0.0647
C 7.5344 -3.7195 0.6939
O 7.0644 -4.7053 1.1922
O 6.9432 -2.5771 0.7380
H 7.4546 -0.3677 1.7689
H 6.7244 0.3856 0.5506
H 8.3878 0.2423 0.4590
H 7.2577 -1.8118 -1.0266
H 9.7685 -1.9699 0.7031
H 9.4981 -2.2732 -1.0638
C -3.4946 9.0154 9.3750
C -3.3710 8.6705 7.8811
C -4.2567 7.4604 7.5596
O -5.2559 7.9831 6.7049
C -5.1264 9.3520 6.5161
O -5.9618 10.1215 6.0177
O -4.0742 9.7253 7.1219
H -3.4290 10.0986 9.4779
H -2.8694 8.5742 10.1512
H -4.5151 8.7835 9.6798
H -2.4128 8.6265 7.3634
H -4.9043 7.2526 8.4114
H -3.6189 6.6527 7.2006
C 0.1363 -2.4319 0.6308
C 0.3708 -0.9590 0.4842
C -0.8136 -0.2022 -0.0114
O -1.0096 0.8345 0.8018
C -0.1889 0.7749 1.8214
O -0.2078 1.4841 2.8223
O 0.5757 -0.3108 1.7502
H -0.0201 -2.8823 -0.3494
H -0.8890 -2.6742 0.9102
H 0.8950 -2.7147 1.3605
H 1.2693 -0.6588 -0.0550
H -1.7783 -0.7092 0.0096
H -0.5551 0.1768 -1.0001
C -7.5089 -2.9421 4.3266
S -5.8960 -2.3663 3.6701
O -6.1211 -1.0861 2.9302
C -5.1118 -1.8308 5.2519
H -7.9307 -1.9783 4.6119
H -7.3745 -3.7182 5.0800
H -8.0213 -3.2920 3.4304
H -4.0253 -1.7453 5.2369
H -5.2979 -2.4963 6.0949
H -5.4158 -0.8502 5.6182
C 3.1890 4.5637 7.4656
S 4.8029 3.8040 7.7247
O 5.0470 3.4315 9.1647
C 4.5523 2.3503 6.6381
H 3.1664 5.4701 8.0706
H 2.3749 3.9103 7.7793
H 3.0390 4.7995 6.4121
H 3.9581 1.6492 7.2242
H 5.5679 1.9694 6.5312
H 4.0475 2.6565 5.7218
C -4.7797 3.5021 -5.1665
S -4.6387 5.2404 -5.5487
O -5.9596 5.8277 -6.0405
C -4.0669 5.8802 -3.8992
H -3.8825 3.1550 -4.6539
H -4.8360 3.0427 -6.1533
H -5.7352 3.4451 -4.6451
H -4.3473 6.9317 -3.8377
H -3.0066 5.7889 -3.6636
H -4.7253 5.4761 -3.1302


Which of them is most stable, and which least? Most stable: <1>; least stable: <2>.